C22H42Cl3N2O3SSiSm | wB97M-V/def2-TZVPD

```
75
Properties=species:S:1:pos:R:3:forces:R:3
C 1.462256 -3.925371 -1.840982 0.328 -0.407 -0.357
C 0.038438 2.120586 2.540766 -0.295 0.491 0.035
C -2.837308 0.458213 -0.034459 -0.118 -0.847 0.222
H -1.180283 4.971103 3.021746 -0.131 -0.118 -0.179
C 0.018777 -0.035338 -5.639744 -0.481 -0.247 -0.834
C 0.107454 1.465744 -1.507690 0.243 0.092 -0.274
H 3.489986 1.751680 -1.280119 -0.315 0.099 -0.040
C 1.462323 1.099898 -1.597048 -0.353 -0.101 0.340
H 2.168743 -3.023985 1.675203 0.117 -0.050 0.042
O 0.840776 -1.260967 -2.046625 -1.352 -2.130 1.473
C 1.805765 -0.265871 -2.099061 0.046 -0.255 -1.304
H 2.797653 -0.652975 -1.803876 -0.025 0.533 -0.119
C 1.637958 -3.865182 1.230891 -0.100 0.265 -0.357
H -2.744264 1.558647 0.069339 -0.188 -0.403 -0.046
C 2.438201 2.053568 -1.288070 0.213 -0.333 -0.254
H 1.485662 -2.470047 -4.691229 0.131 0.222 0.160
H -3.338743 -1.983244 -0.886469 -0.006 0.177 -0.087
H 1.378902 4.786583 3.251131 -0.094 -0.149 -0.272
H -3.456784 1.971686 -1.938925 -0.046 -0.048 -0.058
H 0.851310 -0.020440 -6.360082 0.090 -0.034 0.111
H -1.905697 -3.629472 -0.404737 0.193 -0.315 0.089
H -0.648287 0.690595 -1.696584 0.584 0.496 0.134
Cl 1.537216 -0.854500 3.524797 -0.080 -0.175 -0.453
H 2.380537 -3.343758 -2.028078 -0.542 -0.238 -0.021
C -2.948457 -1.369583 -1.701307 0.071 -0.021 0.012
H 1.352070 4.805778 1.451233 -0.046 -0.168 0.250
H 1.023474 1.611573 2.551345 -0.391 0.243 0.029
H -1.301591 3.073263 -1.314892 0.386 0.054 0.007
H -2.058930 3.536845 2.381585 0.414 0.222 -0.008
H 0.019139 1.884682 5.781516 -0.288 -0.136 0.150
Sm -0.997611 -0.829722 2.663537 -1.067 0.078 1.916
H -0.624471 0.812864 -5.921007 0.108 -0.266 -0.023
H 0.975665 -4.284005 1.995391 -0.067 0.235 -0.063
C 2.098032 3.377810 -1.051411 -0.794 0.300 0.199
H -3.582571 -1.453576 -2.590212 0.048 -0.119 0.277
H -1.944038 -1.718862 -1.974176 -0.076 0.258 0.086
H -2.340497 1.129920 -3.035288 -0.131 -0.136 0.084
H -1.232130 4.667069 1.255417 0.009 -0.106 0.305
H -0.554878 -0.946946 -5.863649 -0.032 -0.035 -0.185
H -0.553880 -2.130270 7.230794 0.126 -0.077 0.002
H 2.587964 -1.175756 -5.186877 -0.444 -0.022 0.419
H 1.153993 0.646892 5.245329 -0.428 -0.090 0.455
C -1.188835 4.193145 2.248199 -0.178 0.123 -0.065
H 0.469445 4.815728 -1.000452 0.074 -0.146 0.101
C 1.305819 -0.658686 -3.515565 0.641 2.268 -0.850
Cl -0.003923 -1.027326 0.448309 1.217 -1.191 -1.659
H 1.760219 -4.991865 -1.727578 -0.231 0.456 0.158
C 2.105827 -1.646325 -4.305320 0.785 -0.471 -0.312
C 1.285184 4.170228 2.343270 0.567 0.069 -0.082
C 0.376641 0.106306 -4.216417 0.522 0.066 0.873
O -2.833588 -0.279856 0.986438 0.311 0.740 -1.074
C 0.352782 0.861846 5.971598 0.633 0.374 0.001
O -1.033004 1.487882 2.718433 0.593 0.177 -0.240
H 0.747442 0.800815 6.988580 -0.062 0.101 -0.094
Cl -2.167031 -2.986258 3.282928 -0.170 -0.361 0.191
H -0.075984 0.955666 -3.739452 0.087 0.207 0.164
C -0.240815 2.796746 -1.299853 0.044 0.015 0.247
H 2.106515 3.445470 2.319127 -0.070 0.281 -0.027
N -2.931770 0.042877 -1.312091 -0.375 0.204 0.859
H -1.069742 -5.213818 -0.544974 0.155 0.627 0.057
S -1.014429 -0.293673 5.808464 0.135 -0.104 -0.526
N 0.045279 3.432290 2.349506 -0.112 -0.525 0.154
H -1.210335 -4.418978 1.037101 0.075 0.316 -0.556
H 0.778633 -3.864846 -2.700259 0.380 0.193 0.196
H 2.857176 4.121789 -0.815533 -0.045 -0.177 -0.173
C 0.747631 3.767146 -1.087780 0.187 -0.376 -0.154
C -0.161637 -1.835204 6.257555 -0.250 -0.338 0.401
C -3.211598 1.005132 -2.378937 0.567 0.153 0.014
Si 0.608333 -3.367349 -0.298965 0.243 -0.406 0.671
H 2.941445 -2.077603 -3.737193 -0.321 -0.010 0.032
H 2.354871 -4.665597 0.985665 -0.143 0.374 -0.168
H 0.917142 -1.703350 6.325765 -0.124 0.195 -0.152
C -1.054282 -4.222506 -0.042339 -0.302 0.096 0.012
H -0.376602 -2.637703 5.547302 -0.024 0.284 -0.009
H -4.048660 0.652767 -2.982956 -0.024 0.043 0.148
```
Forces are in eV/Å.

Output
2S+1	6
⟨S²⟩	8.76
relative energy (zero: lowest compared OMol25 entry of this formula, charge and spin)	5.579	eV
E_LUMO (alpha / beta)	-0.13 / 0.15	eV


C22H42N4O5S | wB97M-V/def2-TZVPD

```
74
Properties=species:S:1:pos:R:3:forces:R:3
H 5.764677 3.717428 0.736034 0.062 0.521 -0.304
S 0.333387 -0.322722 -0.079576 -0.994 1.118 0.111
C 4.743327 3.652468 0.391064 1.074 0.569 0.603
C 3.817427 4.665538 0.051424 0.220 -0.111 -0.051
H 2.781257 -6.872802 1.348694 0.028 0.255 0.050
N 3.155047 -2.116202 0.268364 -0.522 -0.754 2.287
C 1.865657 -5.686892 2.661644 0.956 -0.467 0.824
H 4.551177 1.550668 0.832234 -0.664 -0.210 -0.288
H -2.646443 3.033158 0.154134 0.340 -0.493 -1.105
H -2.548773 3.441518 1.724944 -0.240 -0.182 0.546
N -5.053233 0.042348 1.311824 -0.175 0.121 0.878
H -4.739333 -2.008942 -1.226926 -0.210 0.051 0.087
H 1.516407 -4.936462 1.952434 0.117 -0.149 -0.334
H -3.152903 -1.596372 5.734324 0.016 -0.008 0.151
O 0.608857 0.818428 0.927844 0.113 -2.491 -1.314
H 0.401047 -1.176972 -3.835646 -0.534 0.136 0.512
H -2.486733 1.716158 1.380504 -0.077 -0.151 -0.208
H 0.432437 -2.433362 1.398764 0.753 0.695 -0.276
C -1.272983 3.196918 -4.959326 -1.402 -1.566 -0.550
O -1.294403 0.066148 -4.386146 0.510 -1.776 -0.448
H 1.636517 4.442178 -0.363836 -0.019 -0.152 0.107
H -1.718383 3.633558 -1.802056 -0.044 0.159 0.044
H 0.744187 2.168538 -4.985276 -0.079 0.401 -0.367
N 2.783837 2.730268 0.149394 0.599 -2.727 0.072
C -5.022823 -0.144012 -0.027446 0.093 -1.128 -0.802
H -1.119803 1.002608 -4.267166 0.640 -0.572 -0.045
H -4.860393 -1.142012 3.031734 -0.180 -0.260 -0.108
H -1.619043 -0.314922 -1.788476 0.354 -0.600 0.158
C 3.842657 -2.639862 1.408524 -0.859 -0.851 -1.582
C 5.073067 -2.064892 1.406654 0.255 -0.156 0.568
H 5.954957 -2.241322 2.004594 -0.426 -0.261 0.351
H -1.041413 -2.288722 4.035964 0.509 -0.175 0.740
H -5.178363 0.710518 -0.669306 0.066 -0.266 -0.196
C -1.322353 3.459448 -2.791626 0.126 -0.117 0.001
C -2.130873 2.692688 1.052104 -0.618 0.997 1.546
C -4.731813 -2.122152 1.009774 -0.669 -0.456 0.871
C -1.856213 -1.627402 4.330684 1.432 0.473 -1.970
N -2.107653 3.471258 -3.916036 1.791 0.358 1.251
C -0.050063 2.670598 -4.452846 0.647 1.349 -0.747
C -0.105133 -0.747572 -4.700226 0.510 0.940 0.091
H 5.911127 -0.456452 0.200824 -0.053 0.007 -0.068
H 3.391677 -0.584432 -1.083406 0.569 0.359 0.029
H -1.673873 3.223378 -5.961816 0.232 -0.013 -0.115
C 4.117907 2.466248 0.457564 -1.193 -0.035 -0.042
H -0.963693 -1.407212 1.583394 -0.065 0.106 0.076
H 4.108177 5.705398 0.027644 -0.545 0.025 -0.235
O -0.763063 2.860448 1.166004 -0.267 1.491 -0.702
H 0.907107 2.969358 -2.548596 -0.270 0.041 0.458
H 3.503247 -3.471092 2.008734 -0.328 0.131 -0.297
O 2.245837 -6.958592 2.140874 -0.938 0.003 -0.153
H 0.691087 -0.184342 -5.186956 -0.148 0.542 -0.088
H -3.111263 3.580378 -3.885056 0.028 0.328 -0.436
H -2.127143 0.077968 -0.134106 0.051 0.226 -0.035
C 5.086037 -1.122722 0.405054 -0.241 2.559 -1.881
H 2.098017 1.995438 0.050564 -0.101 0.220 0.419
H -0.840323 -2.500352 0.236364 0.015 0.347 -0.564
H -4.616593 -3.154402 1.305714 0.046 -0.063 -0.418
C -1.350133 0.229618 -0.883346 0.749 -1.062 0.367
C 0.017237 3.053028 -3.154846 -0.714 -0.300 0.547
H -5.050183 0.893368 1.855744 -0.265 0.113 -0.619
H 2.285417 -2.398512 -0.160756 0.159 -0.245 0.657
C 2.600837 4.021678 -0.119536 0.538 1.993 -0.169
H -1.482223 -0.612372 4.196694 -0.049 0.223 -0.679
H 2.738547 -5.350892 3.221354 0.019 0.753 -0.083
C -4.945223 -1.144972 1.955084 0.987 -0.085 0.151
C -0.265273 -1.803832 0.846504 -1.089 0.394 0.398
C 3.845017 -1.078352 -0.236696 1.560 -0.855 -0.136
H -2.545563 -1.913172 3.536174 -0.965 0.357 0.341
O -2.209543 -1.747932 5.641004 -0.910 -0.884 1.415
H 1.102007 -5.801302 3.430954 -0.201 -0.415 -0.292
H -0.239343 -1.578302 -5.393026 -1.126 0.222 0.081
C -4.860123 -1.536632 -0.263216 0.378 2.039 0.141
H -1.287223 1.257588 -1.240306 0.443 0.114 0.689
H -0.265273 2.073148 0.933704 0.194 -0.698 0.091
```
Forces are in eV/Å.

Output
2S+1	2
⟨S²⟩	0.76
net charge	+1
E_LUMO (alpha / beta)	-4.21 / -7.71	eV


C22H43AlF9O8P2S | wB97M-V/def2-TZVPD

```
86
Properties=species:S:1:pos:R:3:forces:R:3
H 4.800118 2.199473 6.480938 -0.040 -0.017 -0.018
O -2.298316 -4.792576 2.143863 -1.579 -2.247 1.768
C 0.505011 2.677028 -2.342346 0.622 1.424 -1.673
C -1.801777 1.831336 -6.964355 0.361 -0.492 -1.069
C -5.315715 1.671173 -5.845324 0.341 0.572 0.659
H -2.648568 1.527635 -7.622481 0.213 0.137 0.450
O 4.370459 5.050365 4.009983 2.726 -1.608 0.199
C -4.521942 2.823630 -5.336372 -0.769 -0.279 -0.907
C -4.584845 -6.133947 0.439297 0.017 0.056 0.120
H 2.011143 1.041106 3.357845 0.172 0.012 -0.065
O 4.576234 1.939145 3.793008 3.632 1.496 0.175
H 2.341865 6.381499 5.162330 0.028 0.096 -0.050
H 0.530853 -7.242145 3.357334 -0.130 -0.065 -0.129
H 0.285254 1.045351 -7.145212 -0.323 -0.026 0.923
C 1.704837 1.523210 2.427678 -0.053 -0.083 0.236
H 1.610330 5.144556 4.158575 0.055 -0.006 -0.119
F -1.816074 1.308692 -1.712757 0.610 0.157 0.642
H -4.935352 3.225586 -4.395649 0.042 -0.280 -0.292
H 2.320231 -8.054682 1.832632 -0.006 0.024 0.002
F -0.695394 0.789937 0.228154 -0.308 -0.308 -0.690
C 2.754274 2.496382 1.930574 -0.414 -0.307 -0.123
O 3.455183 3.360189 5.418193 0.946 0.155 -0.102
F -1.941623 -0.738314 -0.856799 0.372 0.440 0.093
C -0.047901 2.717857 -3.795210 -0.976 0.113 -0.107
H -6.096437 -0.365171 -6.411359 -0.195 0.562 -0.036
F 0.273523 -0.978011 -0.904255 -0.197 0.802 0.210
C -1.432894 3.420293 -3.971405 -0.589 -0.273 -0.504
Al -2.599957 2.156937 -5.116229 0.122 0.072 0.168
F 1.488533 0.570845 -2.580588 -0.450 0.112 -0.005
H -3.540002 -8.022045 0.583531 0.055 -0.006 -0.012
H -1.382591 2.753189 -7.414306 -0.141 -0.311 0.165
H -3.391768 -7.216332 -0.978774 0.172 0.039 0.032
H 3.666754 1.990004 1.619113 0.028 -0.018 0.208
H -0.125743 -1.179984 -6.394373 -0.353 -0.050 -0.797
C -5.909035 0.673029 -6.196874 0.540 -0.192 0.105
H 2.372031 3.020151 1.052541 0.030 0.170 0.126
H 3.479216 2.921445 7.400767 -0.100 -0.013 -0.136
H -4.577654 3.632308 -6.095425 0.098 -0.265 0.381
H 3.313400 5.701851 2.328063 -0.061 -0.229 0.102
C -0.972408 -0.576324 -6.756277 0.649 -0.362 -0.185
O -0.231132 -5.873722 1.979827 -0.497 0.244 0.570
F 1.795938 3.206410 -2.435194 -0.101 -0.548 0.472
H -1.972444 -3.279327 -0.056654 -0.001 0.119 0.054
P -1.800316 -6.365082 2.068037 5.528 1.368 -5.397
C 3.463188 5.956666 3.374978 -0.158 0.709 -0.629
H -1.357638 4.416246 -4.451854 0.308 -0.400 0.387
H 1.575385 -5.910562 2.904960 -0.107 0.117 -0.061
C -3.421288 -7.048101 0.098449 -0.272 -0.074 -0.147
C -0.757160 0.729103 -6.960446 -0.488 0.755 -0.160
H 1.507527 0.752491 1.684383 -0.002 0.028 0.023
F 1.513118 1.404261 -0.611550 -0.611 0.011 -0.167
O 3.013983 3.487206 2.927468 0.807 0.435 -0.036
H -0.600042 -3.681209 2.661663 0.017 -0.247 -0.098
S -0.746024 0.227291 -1.281127 -0.924 -1.356 -0.725
P 4.269722 3.396280 3.979656 -7.943 -0.307 -0.184
C 0.733958 1.274217 -1.712717 1.423 0.418 -0.225
C 4.201291 3.107075 6.604254 0.083 -0.019 0.248
H -2.649039 0.756821 -4.320568 -0.033 0.000 -0.019
H -4.687620 -6.016383 1.522277 -0.042 -0.021 -0.026
H 0.772068 2.050719 2.638631 0.006 0.006 -0.112
H -2.063644 -2.790423 2.365742 -0.241 -0.242 0.027
H -5.520653 -6.540101 0.051834 0.027 -0.025 0.002
H 1.894547 -6.809464 0.643120 0.039 0.016 0.070
H -2.004946 3.565213 -3.039590 0.446 -0.111 -0.161
H 1.523954 6.835165 3.652822 0.103 0.034 -0.040
C -1.082175 -3.365624 0.567224 -0.101 -0.575 -0.177
H 5.871317 4.438805 6.237980 0.015 -0.007 0.050
H -4.429593 -5.138956 0.021651 -0.003 -0.045 -0.044
C 5.084102 4.284252 6.981493 0.067 0.042 -0.089
F -0.828597 -0.370592 -2.760133 0.289 0.299 0.696
H 4.501431 5.204845 7.028086 -0.021 -0.041 0.034
H -0.478754 -4.170016 0.147695 0.039 -0.012 0.131
H 0.669253 3.266749 -4.429554 -0.007 -0.294 0.608
H 3.964052 6.928932 3.375140 0.223 -0.162 0.169
H -1.921583 -1.086566 -6.951839 0.085 0.423 0.789
O -1.528841 -7.804967 2.397368 -2.968 0.749 2.402
H -0.513693 -2.444305 0.495507 -0.063 0.019 0.166
H -0.076757 1.694849 -4.224180 0.065 0.311 0.489
C 2.158591 6.084901 4.127746 -0.096 -0.329 0.286
H 0.781665 -8.128109 0.952385 -0.051 -0.030 0.157
H 5.559919 4.115084 7.949091 -0.009 -0.032 -0.017
O -2.169188 -6.473617 0.463742 -0.578 -0.075 0.784
C 1.499988 -7.458721 1.427155 -0.011 -0.058 -0.168
C -1.465544 -3.631012 2.003923 0.382 0.894 0.290
F -0.120373 3.537455 -1.501693 -0.101 -0.839 0.187
C 0.848793 -6.628846 2.514761 0.329 -0.149 -0.155
```
Forces are in eV/Å.

Output
relative energy (zero: lowest compared OMol25 entry of this formula, charge and spin)	0.000	eV
net charge	-1
E_LUMO	0.84	eV


no.,M (g/mol)
1,699.5
2,474.7
3,727.6